(1)
47
Properties=species:S:1:pos:R:3:forces:R:3:mulliken_charge:R:1 method="wB97M-V/def2-TZVPD" fmax_ev_per_a=4.56 multiplicity=1 smiles="O=C(Cn1c(-c2ccccc2)cc(=O)n2ncnc12)NNC(=S)Nc1ccccc1" e_homo_ev=-8.3697
C 1.1106 0.8558 -1.1459 1.2 0.7 0.1 0.488
N -2.6931 -2.3153 -0.5958 0.3 -0.7 -0.6 -1.126
H 4.1117 -3.0452 -0.4876 -1.5 -0.1 1.0 0.272
H -0.8296 2.8229 1.1836 0.2 -0.1 0.4 0.356
C -3.8554 -0.1098 -0.0336 -3.7 -0.9 2.6 0.170
C 2.3359 -3.1807 0.8931 0.3 -1.9 -1.2 0.248
C 1.9988 -5.3701 1.7349 0.3 -0.9 0.1 -0.494
N 2.2382 0.4081 0.9389 1.3 1.5 0.1 -0.609
C -0.9119 4.9417 0.8728 -2.8 -0.5 -2.6 -1.169
H 0.1842 0.6821 0.6445 -0.2 0.0 0.8 0.242
S 4.3912 -0.6553 1.9322 -1.4 -0.9 -1.2 -0.373
C -2.4634 5.5793 -0.9519 0.3 -0.3 0.5 -0.765
O -4.8740 -0.4676 0.5911 2.3 -0.1 -1.7 -0.609
C -1.4812 -2.4599 -1.1348 -2.0 1.9 0.9 -0.378
H 0.7364 -3.5395 2.1409 0.0 -1.3 -0.6 0.339
N 2.0009 -1.8634 0.8480 -0.7 4.1 0.1 0.118
C -1.6974 -0.3958 -1.0882 -0.2 -1.2 0.1 0.504
C -1.2554 3.6029 0.5768 1.9 0.6 1.3 0.394
C -2.6247 4.1857 -1.2315 0.1 2.1 -0.8 -0.176
H -3.1268 4.0503 -2.1658 -0.7 -0.9 -0.2 0.396
C -2.0260 3.1775 -0.4750 -1.1 2.4 -0.6 -0.410
N -0.8138 -1.2998 -1.4221 -0.8 -0.7 0.1 -0.489
H -0.3230 5.2135 1.7039 0.6 0.2 0.7 0.445
H 2.9921 1.1592 1.0936 -2.1 -0.8 -0.7 0.242
H 4.6686 -5.3752 -0.3129 0.9 0.0 -0.7 0.411
H -0.0203 0.9774 -2.8521 -0.5 -1.1 -1.3 0.451
H -1.1219 -3.4039 -1.3592 0.8 -1.6 -0.2 0.616
O 2.1452 0.8738 -1.7514 0.8 -0.2 -0.6 -0.633
C 3.4123 -3.6556 0.1677 2.7 -0.2 -2.0 0.114
H -4.2637 2.0167 0.3323 -0.1 -0.3 0.1 0.547
C -2.3863 1.7746 -0.6089 0.1 -0.8 0.0 0.855
C 3.8348 -4.9899 0.2022 -1.7 0.7 2.2 -0.727
H 3.6559 -6.7266 1.3842 0.0 -1.2 0.3 0.427
C -3.5671 1.3072 -0.0846 2.4 0.1 -1.6 -0.447
H 0.9598 -1.5957 0.6664 2.8 -0.6 0.3 0.027
C -0.1095 1.3194 -1.8662 -2.1 -0.1 2.4 -0.772
N -1.3856 0.9205 -1.1237 -1.0 0.9 -0.4 -0.016
N -2.9077 -0.9802 -0.6146 3.1 2.4 -0.7 0.736
H -0.1407 2.3847 -1.9624 0.2 0.7 0.4 0.428
C 3.2054 -5.8051 1.1435 -1.3 1.5 -0.7 -0.420
H -2.9948 6.4706 -1.4344 0.7 -2.0 0.2 0.310
H 1.5524 -6.1306 2.3966 -0.2 0.9 -0.3 0.321
C 1.4874 -4.0763 1.5161 0.8 0.1 1.9 -0.471
C 2.8837 -0.7978 1.1325 -1.9 -0.7 0.5 0.175
C -1.5919 5.9146 0.0763 0.5 0.6 1.4 -0.109
N 1.0703 0.6079 0.1946 0.8 -0.2 0.2 0.255
H -1.5105 6.9929 0.3359 0.2 -0.9 -0.2 0.304

***

(2)
49
Properties=species:S:1:pos:R:3:forces:R:3:mulliken_charge:R:1 method="wB97M-V/def2-TZVPD" charge=+1 fmax_ev_per_a=3.99 multiplicity=1 e_homo_ev="-12.7642 / -12.3358"
H -3.9589 1.5986 -1.9066 -0.2 0.2 0.2 0.347
O 0.0482 -1.8259 0.9792 -1.9 3.0 -0.7 -0.572
H -0.9681 3.3309 -2.4932 0.0 0.2 -0.2 0.367
H 5.1238 -1.6019 0.0283 0.0 -0.1 0.0 0.405
O -0.1501 2.1445 0.1904 1.2 -0.9 0.3 -0.828
Au 0.2432 0.1241 0.2189 0.8 -1.7 0.9 0.983
C 6.1227 1.5681 -0.6133 -0.1 0.0 0.0 -0.475
H -3.1289 1.9508 1.7233 0.0 -0.1 0.1 0.469
C 3.7531 1.3735 -0.9195 0.0 -0.2 0.0 -0.409
C 3.8396 0.0232 -0.5808 -0.7 0.2 -0.1 0.481
P 2.3251 -0.9540 -0.6271 0.8 -0.5 0.3 0.847
C 0.9472 -2.7124 1.0520 3.6 -1.7 -0.3 0.397
H 2.7869 1.8055 -1.1426 0.0 0.1 -0.1 0.426
H 2.9477 -3.1488 0.2558 -0.1 0.2 0.0 0.436
C 2.1457 -1.7841 -2.2080 -0.4 0.6 0.4 0.924
O -3.2720 0.0862 -2.5903 -0.4 0.1 -0.1 -0.872
H 7.0157 2.1730 -0.6089 0.1 0.1 0.0 0.404
H 0.0398 -3.9861 -3.6623 -0.1 -0.1 0.0 0.440
H 0.2958 -2.6741 -1.5854 -0.2 -0.1 0.0 0.304
H 3.6776 -2.3118 -5.1615 0.0 0.0 -0.1 0.427
O -1.9729 3.9153 -0.1755 -0.1 0.3 0.2 -0.789
H -3.2978 -1.9893 -0.9404 -0.2 -0.3 -0.2 0.339
O -1.2104 2.4791 -2.1160 0.2 0.1 0.2 -0.482
C 1.8385 -3.2179 -4.5430 0.0 0.1 0.1 -0.513
H 4.8435 3.1879 -1.1941 0.0 0.1 0.0 0.427
C 2.4070 -2.2690 0.6182 -0.8 0.0 0.3 -0.716
P -1.4087 2.6059 -0.5315 -1.1 0.5 -0.8 1.024
P -2.3726 -0.0900 -1.4291 -0.4 -0.5 -0.4 1.064
O 0.8192 -3.8418 1.4399 -0.7 0.3 0.1 -0.574
C -3.0043 1.0319 1.1453 0.0 0.1 0.3 -1.504
H 7.1567 -0.2162 -0.0236 0.0 0.0 0.0 0.427
C 1.0404 -2.6222 -2.3648 0.0 0.0 0.0 -0.376
H 1.7107 -3.7602 -5.4669 0.0 -0.1 -0.1 0.415
O -2.7976 -1.3120 -0.4849 0.1 0.1 0.3 -0.556
H -2.1533 0.4820 1.5518 -0.1 0.0 0.1 0.219
H 2.8937 -1.8844 1.5215 0.0 0.0 -0.1 0.459
C 5.0622 -0.5565 -0.2402 -0.2 -0.1 0.0 -0.261
C 3.0895 -1.6393 -3.2255 0.0 0.1 0.0 -0.414
N -3.9360 2.0045 -0.9297 -0.4 0.5 -0.5 -0.156
C 4.9019 2.1412 -0.9396 0.0 0.1 0.0 -0.694
H -4.8167 1.7868 -0.4540 0.2 0.0 -0.1 0.352
C -2.7615 1.3515 -0.3060 1.3 -0.3 -0.4 0.154
C 2.9363 -2.3841 -4.3800 0.1 0.0 -0.1 -0.679
H -3.8883 0.4046 1.2647 0.1 -0.1 0.0 0.485
C 6.2026 0.2244 -0.2727 0.1 0.0 0.0 -0.704
H 3.9412 -0.9842 -3.1088 0.0 0.1 0.0 0.406
O -0.8876 -0.1844 -1.6972 -0.2 -0.1 0.3 -0.424
H -3.7734 3.0285 -0.9143 -0.2 -0.2 0.0 0.361
C 0.8926 -3.3407 -3.5334 0.0 0.0 0.0 -0.794

***

(3)
10
Properties=species:S:1:pos:R:3:forces:R:3:mulliken_charge:R:1 method="wB97M-V/def2-TZVPD" de_lowest_kj_mol=331.6 fmax_ev_per_a=0.82 multiplicity=1 e_homo_ev=-8.9564
C -0.1054 1.4702 -0.1645 0.0 0.0 -0.1 -0.411
H 2.0478 1.8938 -0.2197 0.0 0.0 0.1 0.340
C -0.8445 -2.0027 0.0033 0.4 -0.4 0.1 0.127
O 1.6293 0.0477 0.4936 -0.1 0.3 -0.2 -0.502
H -0.4890 2.3988 -0.5625 0.0 -0.1 0.0 0.396
C 1.3004 1.1368 0.0586 0.1 -0.1 0.1 0.181
C -0.8370 -0.6577 0.5889 0.1 0.7 -0.3 0.132
O 0.0187 -2.8271 0.1748 -0.5 0.5 -0.1 -0.404
H -1.7474 -2.1913 -0.6043 -0.1 -0.1 0.1 0.301
N -0.8723 0.4611 0.1093 0.1 -0.8 0.3 -0.160

***

(4)
11
Properties=species:S:1:pos:R:3:forces:R:3:mulliken_spin:R:1 method="wB97M-V/def2-TZVPD" de_lowest_kj_mol=297.4 fmax_ev_per_a=4.01 multiplicity=3 e_homo_ev="-5.9071 / -10.5467"
C 0.6864 0.5621 0.7338 -3.2 0.7 0.0 0.531
C 2.1603 -0.5189 0.7839 3.1 1.1 -1.9 1.112
C -0.7144 2.6381 1.5652 2.2 -2.3 -0.5 0.031
N 1.0553 -0.6068 1.4528 -2.7 0.2 2.9 0.220
H -1.1003 -0.0139 -0.3499 0.0 0.0 0.3 0.039
H -0.1141 1.1909 -1.1685 0.0 0.1 0.0 0.007
N 0.1127 1.7611 1.4016 0.9 -1.3 -0.1 -0.002
O -1.4232 3.5107 1.8350 -0.7 0.6 0.0 0.048
C -0.0713 0.2952 -0.5535 0.7 0.3 -0.4 0.009
H 0.4355 -0.4819 -1.1233 -0.1 0.0 0.1 -0.009
H 0.6116 -1.2491 2.1085 -0.3 0.5 -0.4 0.013